6
Properties=species:S:1:pos:R:3 method="wB97M-V/def2-TZVPD" multiplicity=1 homo_energy_ev=-10.71 total_energy_ev=-5188.047
C -0.097 -1.486 0.225
C -0.280 -0.302 0.080
C -0.026 1.120 -0.144
O 0.143 1.593 -1.241
H 0.186 -2.515 0.308
H 0.130 1.720 0.770